(1)
C52H56ClFN3O3P2Ru | ωB97M-V with the def2-TZVPD basis set

Last column: Mulliken charge in e.
Positions of all 119 atoms, in Å:
Ru  0.3522  0.2099  -0.2554  -0.65
O  2.1194  -2.6361  -0.1068  0.74
C  2.3727  -3.0472  1.1791  -0.77
C  3.4677  -3.8558  1.4812  -0.33
C  3.6510  -4.3209  2.7689  -0.75
C  2.7370  -3.9930  3.7594  -1.08
C  1.7142  -3.1127  3.4750  0.01
C  1.5330  -2.6006  2.1925  -0.34
P  0.3490  -1.1954  2.0030  2.11
C  -1.0967  -2.0361  2.7448  1.04
C  -1.3468  -3.3485  2.3442  -0.73
C  -2.4247  -4.0503  2.8460  -0.78
C  -3.2572  -3.4729  3.7913  -0.79
C  -3.0184  -2.1722  4.1997  -0.92
C  -1.9660  -1.4513  3.6588  -0.02
C  1.2353  -0.3280  3.3955  0.96
C  0.8203  0.0041  4.6770  -0.04
C  1.6963  0.6163  5.5601  -0.76
C  2.9951  0.9060  5.1857  -0.80
C  3.4180  0.5953  3.9040  -0.94
C  2.5445  -0.0120  3.0283  -0.78
C  1.8854  -3.5809  -1.0597  0.91
C  2.1250  -4.9472  -0.9422  -1.15
C  1.9722  -5.7707  -2.0438  -1.00
C  1.5726  -5.2535  -3.2644  -1.07
C  1.2359  -3.9157  -3.3534  0.23
C  1.3586  -3.0836  -2.2510  0.00
P  0.8576  -1.3240  -2.3084  1.45
C  -0.6871  -1.5465  -3.2553  0.78
C  -1.1005  -0.7219  -4.2954  -0.27
C  -2.3273  -0.9256  -4.9036  -1.01
C  -3.1645  -1.9381  -4.4699  -0.75
C  -2.7752  -2.7425  -3.4113  -0.83
C  -1.5493  -2.5493  -2.8076  -0.55
C  2.2131  -0.8388  -3.4448  1.27
C  3.4098  -0.5707  -2.7833  -0.65
C  4.5277  -0.1667  -3.4838  -0.73
C  4.4639  -0.0195  -4.8593  -0.61
C  3.2904  -0.3211  -5.5244  -0.88
C  2.1692  -0.7410  -4.8277  -0.58
H  4.1698  -4.1106  0.6989  0.67
H  4.5059  -4.9397  2.9988  0.43
H  2.8440  -4.3951  4.7567  0.46
H  1.0425  -2.8009  4.2615  0.35
H  -0.6955  -3.8116  1.6191  0.20
H  -2.6151  -5.0583  2.5070  0.48
H  -4.0877  -4.0284  4.2031  0.39
H  -3.6570  -1.7149  4.9447  0.46
H  -1.8258  -0.4239  3.9525  -0.03
H  -0.1717  -0.2307  5.0241  0.39
H  1.3653  0.8569  6.5604  0.46
H  3.6788  1.3616  5.8866  0.36
H  4.4269  0.8197  3.5910  0.49
H  2.8791  -0.2589  2.0294  0.39
H  2.4320  -5.3785  -0.0016  0.57
H  2.1813  -6.8263  -1.9444  0.41
H  1.5117  -5.8898  -4.1343  0.45
H  0.8713  -3.5081  -4.2838  0.50
H  -0.4619  0.0808  -4.6273  0.34
H  -2.6274  -0.2881  -5.7220  0.43
H  -4.1230  -2.0909  -4.9427  0.41
H  -3.4325  -3.5227  -3.0549  0.45
H  -1.2585  -3.1657  -1.9698  0.31
H  3.4386  -0.6529  -1.7029  0.25
H  5.4431  0.0545  -2.9585  0.44
H  5.3217  0.3372  -5.4082  0.39
H  3.2429  -0.2269  -6.5985  0.45
H  1.2709  -0.9913  -5.3713  0.40
Cl  2.3361  1.4789  0.1662  -0.51
F  -0.4802  -2.0625  0.0466  -0.60
O  1.9462  3.5427  -3.2305  -0.67
C  2.1223  2.3192  -2.8253  -0.37
O  1.2411  1.5146  -2.6318  0.29
H  3.1913  2.0908  -2.6842  0.37
C  -1.9509  4.8954  4.0100  -1.19
C  -1.4647  3.4997  4.4135  -0.84
N  -0.9851  2.6941  3.3122  0.87
C  0.3810  2.8971  2.8616  0.50
C  0.4757  3.9345  1.7509  -1.23
C  -1.7570  1.7926  2.6726  0.12
C  -3.2340  1.7504  3.0144  -2.23
N  -1.2572  0.9881  1.7978  0.94
H  -2.5682  5.3106  4.8009  0.42
H  -2.5418  4.8443  3.1000  0.23
H  -1.1158  5.5685  3.8460  0.32
H  -2.2789  2.9713  4.9121  0.54
H  -0.6446  3.5907  5.1343  0.40
H  0.7552  1.9474  2.4749  -1.03
H  0.9880  3.1839  3.7207  0.56
H  -0.2676  3.6941  0.9982  -0.09
H  1.4560  3.8796  1.2881  0.45
H  0.3097  4.9437  2.1140  0.41
H  -3.6858  2.7321  2.8868  0.52
H  -3.4065  1.4180  4.0381  0.50
H  -3.7375  1.0513  2.3492  0.32
H  -1.9525  0.3418  1.4306  -0.56
C  -1.1125  5.1707  -3.4820  -1.02
N  -0.6689  3.8433  -3.1002  0.25
C  -1.1603  2.8397  -4.0299  -1.09
C  -0.9077  3.5056  -1.6754  -0.92
C  -1.9532  2.4407  -1.4414  0.35
C  -3.3013  2.7301  -1.6510  -0.31
C  -4.2683  1.7511  -1.5123  -1.11
C  -3.8919  0.4611  -1.1822  -0.97
C  -2.5567  0.1780  -0.9375  0.47
C  -1.5726  1.1568  -1.0451  1.09
H  -0.7940  5.3638  -4.5080  0.37
H  -0.6460  5.9117  -2.8334  0.37
H  -2.2043  5.2743  -3.4354  0.25
H  0.9351  3.7476  -3.2713  0.56
H  -2.2494  2.8663  -4.1490  0.37
H  -0.8792  1.8621  -3.6516  0.14
H  -0.7047  3.0008  -5.0090  0.49
H  -1.1727  4.4230  -1.1443  0.80
H  0.0382  3.1415  -1.2513  -0.53
H  -3.6063  3.7394  -1.9060  0.38
H  -5.3116  1.9931  -1.6680  0.42
H  -4.6396  -0.3144  -1.0801  0.52
H  -2.2899  -0.8365  -0.6597  0.48

2S+1: 2
HOMO level (alpha / beta) (eV): -7.121 / -7.945
Gap between HOMO and LUMO (alpha / beta) (eV): 6.6 / 7.8
LUMO energy (alpha / beta) (Eh): -0.0180 / -0.0051


(2)
C52H59FeN4O5 | ωB97M-V with the def2-TZVPD basis set

Last column: Mulliken charge in e.
Positions of all 121 atoms, in Å:
O  -1.2297  9.1778  -1.6922  -0.37
C  -0.5511  8.3792  -2.1992  0.12
Fe  0.3250  7.2975  -3.2894  0.46
C  -1.1487  7.0090  -4.2964  0.16
O  -2.1670  7.0980  -4.8537  -0.35
C  0.7066  8.6597  -4.3330  0.27
O  0.7191  9.6453  -4.9479  -0.37
C  0.3934  5.5547  -1.8154  0.62
C  1.3324  6.3991  -1.0628  -0.89
C  1.9075  7.3641  -2.0617  -0.62
C  2.4339  6.8102  -3.2474  -0.82
C  1.8137  5.6867  -3.7809  -0.38
C  0.6507  5.2072  -3.1404  -1.15
H  -0.5117  5.1953  -1.3102  0.63
H  0.8514  6.9133  -0.2147  0.38
H  2.1348  5.7787  -0.6060  0.35
H  2.2569  8.3343  -1.6986  0.59
H  3.2444  7.3132  -3.7840  0.43
H  2.1322  5.2496  -4.7272  0.48
H  -0.0108  4.5026  -3.6601  0.69
C  -0.2816  -4.9262  0.9442  -1.76
C  1.1008  -5.3035  0.4451  2.59
C  2.1626  -4.8487  1.4453  -1.57
C  1.1038  -6.8391  0.4006  -2.13
C  1.4693  -4.6888  -0.9416  0.52
C  2.3593  -5.4506  -1.7009  -0.42
C  2.7232  -5.0894  -2.9864  -1.69
C  2.2453  -3.9009  -3.5178  -0.57
C  1.4360  -3.0410  -2.7785  -0.20
C  0.9844  -1.7160  -3.4690  2.79
C  -0.5365  -1.6591  -3.5891  -1.24
C  1.4995  -1.6007  -4.9066  -2.56
C  1.5708  -0.5139  -2.7380  -0.94
C  1.0647  -3.4213  -1.4519  -1.15
N  0.1896  -2.5498  -0.6591  2.37
C  0.4924  -1.5656  0.2618  -0.46
C  1.7785  -1.1601  0.5477  -0.58
C  2.2332  -0.1902  1.5292  -1.01
C  1.8651  1.1699  1.4201  0.65
C  2.2164  2.1030  2.3693  -0.11
C  2.9580  1.6781  3.4902  -0.57
N  2.8379  2.4619  4.6667  0.96
O  3.4486  2.1223  5.7012  -0.74
O  2.0800  3.4619  4.6270  -0.73
C  3.5025  0.3798  3.5448  -0.92
C  3.1446  -0.5415  2.5726  -0.37
N  -0.7311  -1.1479  0.7941  2.17
C  -0.9828  -0.0486  1.7134  -1.81
C  -1.2106  1.2652  1.2275  0.62
C  -1.4370  1.7615  -0.2376  3.33
C  -2.7865  2.4982  -0.3183  -1.91
C  -1.4423  0.6882  -1.3008  -1.36
C  -0.3336  2.7440  -0.6261  -2.60
C  -1.2861  2.3211  2.1565  -0.16
C  -1.2224  2.0914  3.5144  -1.74
C  -1.1215  0.7890  3.9792  -0.06
C  -1.0168  -0.3027  3.1129  -0.07
C  -0.9530  -1.7192  3.7759  2.49
C  -1.0624  -1.6565  5.3032  -2.64
C  0.3845  -2.3769  3.4741  -1.19
C  -2.1032  -2.6120  3.3142  -0.84
C  -1.7262  -1.9055  0.1429  0.04
C  -3.1762  -1.8199  0.3553  1.01
C  -3.8616  -0.7266  0.9432  0.22
C  -5.2418  -0.7783  1.1350  -1.24
C  -5.9611  -1.9287  0.7890  -0.65
C  -5.2982  -3.0226  0.2131  -0.87
C  -3.9280  -2.9573  -0.0369  -1.35
N  -1.1913  -2.7659  -0.7093  -1.57
H  -1.0530  -5.0860  0.1839  0.28
H  -0.5390  -5.5319  1.8276  0.53
H  -0.3187  -3.8868  1.2706  0.25
H  3.1451  -5.2431  1.1596  0.40
H  2.2343  -3.7537  1.4623  0.19
H  1.9195  -5.2027  2.4547  0.39
H  2.1073  -7.2603  0.2984  0.48
H  0.6918  -7.2354  1.3356  0.46
H  0.4753  -7.2011  -0.4191  0.43
H  2.7738  -6.3720  -1.2936  0.22
H  3.3736  -5.7324  -3.5778  0.36
H  2.5319  -3.6496  -4.5374  0.46
H  -1.0538  -1.8552  -2.6529  0.01
H  -0.8482  -0.6757  -3.9636  0.37
H  -0.8715  -2.4254  -4.2994  0.49
H  2.5925  -1.5958  -4.9449  0.53
H  1.1161  -2.4095  -5.5348  0.50
H  1.1509  -0.6551  -5.3371  0.43
H  2.6564  -0.4771  -2.8960  0.54
H  1.1264  0.4199  -3.1036  0.48
H  1.4236  -0.5760  -1.6608  -0.25
H  2.5374  -1.7611  0.0405  0.89
H  1.2584  1.4636  0.5665  0.32
H  1.8706  3.1314  2.3194  0.49
H  4.1372  0.1255  4.3884  0.46
H  3.5256  -1.5669  2.6036  0.39
H  -2.8206  3.3667  0.3458  0.36
H  -2.9581  2.8503  -1.3439  0.48
H  -3.6050  1.8223  -0.0498  0.35
H  -0.5202  0.0990  -1.2655  -0.75
H  -2.3067  0.0211  -1.2119  0.34
H  -1.4806  1.1493  -2.3022  0.83
H  0.6019  2.2456  -0.9059  -0.13
H  -0.6321  3.3052  -1.5169  0.44
H  -0.1099  3.4632  0.1686  0.64
H  -1.4055  3.3491  1.8048  0.40
H  -1.2549  2.9249  4.2193  0.35
H  -1.1254  0.6426  5.0581  0.46
H  -2.0208  -1.2263  5.6124  0.46
H  -1.0090  -2.6725  5.7145  0.44
H  -0.2402  -1.0832  5.7445  0.53
H  0.5714  -2.3921  2.4011  -0.10
H  1.2065  -1.8132  3.9340  0.45
H  0.4123  -3.4145  3.8404  0.54
H  -2.0124  -2.8700  2.2592  -0.20
H  -2.1083  -3.5555  3.8813  0.54
H  -3.0650  -2.1052  3.4623  0.33
H  -3.3081  0.1558  1.2656  1.22
H  -5.7461  0.0886  1.5674  0.47
H  -7.0361  -1.9708  0.9699  0.40
H  -5.8455  -3.9293  -0.0464  0.43
H  -3.3874  -3.7750  -0.5174  0.38

2S+1: 6
HOMO level (alpha / beta) (eV): -4.669 / -8.242
Gap between HOMO and LUMO (alpha / beta) (eV): 4.3 / 5.7
LUMO energy (alpha / beta) (Eh): -0.0145 / -0.0933


| no. | DFT total energy (Eh) |
| --- | --- |
| 1 | -3742.70853 |
| 2 | -3875.44994 |